This record from the Open Molecules 2025 dataset describes a 11-piece molecular cluster, C25H72O19 overall at a distorted geometry. The level of theory is ωB97M-V/def2-TZVPD.

**Calculated total energy**: -2425.1341 a.u.
**Spin multiplicity**: 1
**LUMO level**: 0.156 eV
**Charge**: 0
**Structure (SMILES)**: CC(C)O.CC(C)O.CC(C)O.OCCO.OCCO.OCCO.OCCO.OCCO.OCCO.OCCO.OCCO

Atoms and positions in Å:
C 4.877 -1.277 -1.828
C 3.900 -0.158 -1.411
C 4.281 0.481 -0.102
O 3.741 0.910 -2.356
H 4.835 -2.062 -1.059
H 5.872 -0.894 -2.017
H 4.506 -1.730 -2.729
H 2.925 -0.699 -1.368
H 5.337 0.788 -0.085
H 4.140 -0.242 0.692
H 3.653 1.355 0.152
H 3.539 0.453 -3.200
C -3.718 3.666 -0.629
C -3.852 2.412 -1.485
C -4.685 2.605 -2.724
O -2.477 2.023 -1.728
H -3.153 4.399 -1.187
H -3.172 3.386 0.285
H -4.680 4.075 -0.367
H -4.259 1.596 -0.871
H -4.895 1.662 -3.260
H -4.142 3.304 -3.391
H -5.586 3.137 -2.443
H -2.456 1.605 -2.616
C 4.952 1.064 3.923
C 3.714 1.580 4.618
C 2.580 1.660 3.596
O 3.430 0.602 5.644
H 4.715 0.056 3.573
H 5.855 0.953 4.541
H 5.179 1.687 3.033
H 3.847 2.545 5.109
H 2.290 0.625 3.416
H 2.934 2.129 2.667
H 1.778 2.246 4.021
H 2.771 1.049 6.206
O 0.413 -5.936 -1.638
C 1.413 -5.191 -0.931
C 1.563 -3.867 -1.595
O 2.135 -4.037 -2.895
H 0.431 -6.869 -1.390
H 1.194 -5.055 0.119
H 2.448 -5.578 -1.010
H 2.232 -3.201 -1.020
H 0.582 -3.355 -1.702
H 1.745 -4.863 -3.237
O -3.111 -0.811 1.752
C -2.791 -2.035 2.397
C -3.047 -3.173 1.472
O -1.993 -3.353 0.578
H -2.311 -0.399 1.394
H -1.748 -2.105 2.675
H -3.437 -2.129 3.286
H -4.006 -2.957 0.975
H -3.104 -4.038 2.129
H -2.247 -4.080 -0.010
O 0.595 -1.285 -6.226
C 0.982 -2.009 -5.098
C 1.539 -1.050 -4.168
O 2.662 -0.315 -4.704
H 0.765 -1.747 -7.034
H 0.149 -2.459 -4.565
H 1.768 -2.754 -5.296
H 1.977 -1.588 -3.343
H 0.773 -0.368 -3.762
H 2.337 0.396 -5.280
O -3.481 -2.178 -4.966
C -3.084 -2.265 -3.601
C -2.947 -0.970 -2.920
O -2.117 -0.008 -3.584
H -4.365 -1.843 -5.053
H -3.761 -2.864 -2.965
H -2.128 -2.801 -3.658
H -2.397 -1.179 -2.001
H -3.893 -0.465 -2.678
H -2.347 -0.114 -4.525
O -0.602 2.808 2.402
C -1.559 2.228 3.296
C -2.870 3.057 3.425
O -2.577 4.322 4.065
H -0.734 2.443 1.513
H -1.926 1.236 2.942
H -1.154 2.072 4.315
H -3.587 2.569 4.069
H -3.393 3.257 2.491
H -1.718 4.159 4.449
O -0.358 5.226 -3.228
C 0.212 4.539 -2.074
C 1.123 3.378 -2.579
O 1.813 2.793 -1.450
H -0.857 5.978 -2.889
H 0.838 5.260 -1.521
H -0.496 4.085 -1.401
H 1.773 3.760 -3.364
H 0.497 2.580 -2.930
H 2.501 2.183 -1.780
O -1.556 -0.928 7.012
C -1.511 -1.098 5.634
C -0.170 -0.799 5.063
O 0.736 -1.607 5.813
H -0.807 -1.478 7.289
H -1.785 -2.135 5.403
H -2.285 -0.494 5.165
H 0.009 0.268 5.095
H -0.206 -1.114 4.022
H 1.597 -1.167 5.731
O 0.418 -2.049 0.914
C 0.757 -0.653 0.964
C 0.197 0.200 -0.171
O -1.220 0.331 0.113
H -0.537 -2.141 0.658
H 0.338 -0.205 1.884
H 1.858 -0.605 1.059
H 0.276 -0.240 -1.160
H 0.743 1.149 -0.182
H -1.747 0.741 -0.597

This record from the Open Molecules 2025 dataset describes a 6-piece molecular cluster, C33H56BBr2F3N5O15P2S2 overall at a distorted geometry. The level of theory is ωB97M-V/def2-TZVPD.

**Calculated total energy**: -9645.1646 a.u.
**Spin multiplicity**: 1
**LUMO level**: 1.379 eV
**Charge**: -1

Atoms and positions in Å:
N 1.796 -4.006 -1.425
C 0.608 -4.823 -1.252
N 0.737 -6.134 -1.930
N 0.683 -5.166 0.251
C -0.769 -4.189 -1.358
P -1.351 -2.994 -2.799
C -0.202 -1.561 -2.259
C -0.890 -0.201 -1.967
C -0.923 0.165 -0.465
S 0.099 1.614 -0.085
C 0.802 1.220 1.494
S 0.666 2.160 2.784
N 1.514 -0.024 1.531
C 2.775 -0.107 1.020
C 3.101 -1.416 1.210
N 2.101 -2.080 1.816
C 1.133 -1.228 2.021
C -2.788 -2.399 -1.642
C -3.856 -3.460 -1.368
C -4.185 -3.634 0.113
F -3.124 -4.218 0.732
Br -4.700 -1.983 0.976
C -5.326 -4.687 0.273
F -5.034 -5.803 -0.378
F -5.385 -5.029 1.586
Br -7.084 -4.047 -0.216
B -0.094 -3.711 -4.179
O 0.911 -2.986 -4.836
O -0.234 -4.998 -4.608
P -2.222 -1.808 -4.578
O -3.686 -1.571 -4.546
O -1.352 -0.467 -5.038
O -1.986 -2.800 -5.885
H 2.293 -3.884 -0.556
H 2.389 -4.431 -2.126
H 0.058 -6.762 -1.522
H 1.651 -6.517 -1.723
H -0.134 -5.702 0.514
H 1.537 -5.689 0.409
H -0.922 -3.680 -0.411
H -1.490 -5.014 -1.328
H -2.280 -4.064 -3.246
H 0.204 -1.867 -1.296
H 0.662 -1.393 -2.895
H -0.257 0.570 -2.413
H -1.858 -0.064 -2.442
H -1.948 0.457 -0.232
H -0.718 -0.710 0.146
H 3.348 0.687 0.590
H 4.033 -1.860 0.907
H 0.172 -1.389 2.470
H -2.425 -2.061 -0.666
H -3.311 -1.524 -2.020
H -4.798 -3.158 -1.824
H -3.598 -4.459 -1.723
H 1.744 -3.454 -4.731
H -0.756 -5.506 -3.978
H -0.680 -0.740 -5.676
H -1.990 -2.271 -6.694
O -0.938 -1.100 -8.778
C -0.841 0.079 -8.607
O 0.350 0.729 -8.597
C 0.151 2.111 -8.253
C -1.304 2.403 -8.591
C -1.966 1.054 -8.325
H 0.363 2.235 -7.189
H 0.845 2.724 -8.824
H -1.722 3.225 -8.012
H -1.395 2.657 -9.649
H -2.269 0.942 -7.282
H -2.810 0.867 -8.983
O 6.305 3.106 1.515
C 5.569 3.547 2.350
O 4.658 2.794 3.002
C 3.851 3.626 3.860
C 4.689 4.871 4.112
C 5.471 4.991 2.807
H 2.917 3.851 3.344
H 3.623 3.086 4.775
H 4.094 5.749 4.356
H 5.380 4.693 4.938
H 4.921 5.560 2.055
H 6.458 5.418 2.958
O -2.124 -4.819 7.349
C -2.622 -4.966 6.272
O -2.859 -3.942 5.421
C -3.565 -4.418 4.257
C -3.264 -5.906 4.189
C -3.119 -6.267 5.665
H -4.630 -4.214 4.392
H -3.214 -3.886 3.377
H -4.030 -6.474 3.664
H -2.315 -6.067 3.676
H -4.077 -6.521 6.122
H -2.401 -7.065 5.829
O -0.712 4.817 6.100
C -1.659 4.258 5.632
O -1.555 3.275 4.707
C -2.860 2.877 4.256
C -3.811 3.295 5.369
C -3.122 4.541 5.921
H -3.070 3.386 3.313
H -2.866 1.803 4.084
H -4.828 3.465 5.022
H -3.842 2.523 6.139
H -3.416 5.444 5.384
H -3.286 4.668 6.987
O 4.133 8.728 2.888
C 5.132 8.852 2.247
O 6.377 8.745 2.777
C 7.365 9.048 1.777
C 6.670 8.812 0.443
C 5.225 9.180 0.769
H 7.679 10.087 1.904
H 8.227 8.401 1.920
H 7.103 9.386 -0.374
H 6.729 7.755 0.179
H 5.032 10.245 0.634
H 4.511 8.593 0.198

This record from the Open Molecules 2025 dataset describes a 2-piece molecular cluster, C3H13N3 overall at a distorted geometry. The level of theory is ωB97M-V/def2-TZVPD.

**Calculated total energy**: -286.3279 a.u.
**Spin multiplicity**: 1
**LUMO level**: 0.977 eV
**Charge**: 0
**Structure (SMILES)**: CCN.NCN

Atoms and positions in Å:
C -3.045 -0.178 0.847
C -3.509 1.262 0.754
N -3.084 1.825 -0.563
H -1.963 -0.267 0.715
H -3.272 -0.640 1.811
H -3.444 -0.837 0.072
H -4.591 1.263 0.659
H -3.031 1.803 1.562
H -2.426 2.560 -0.560
H -2.780 1.057 -1.134
N 3.498 -0.933 0.793
C 3.080 -0.415 -0.513
N 3.435 -1.130 -1.733
H 3.791 -1.891 0.836
H 4.275 -0.403 1.165
H 1.989 -0.403 -0.461
H 3.509 0.572 -0.661
H 4.444 -1.144 -1.829
H 3.125 -2.101 -1.757

This record from the Open Molecules 2025 dataset describes one molecule with the formula C23H26N4O4S at a distorted geometry. The level of theory is ωB97M-V/def2-TZVPD.

**Calculated total energy**: -1810.2698 a.u.
**Spin multiplicity**: 1
**LUMO level**: 0.321 eV
**Charge**: 0
**Structure (SMILES)**: Cc1cc(NS(=O)(=O)c2ccc(NC(=O)[C@@H](C)Oc3cccc(C)c3C)cc2)nc(C)n1

Atoms and positions in Å:
C -3.195 -3.121 1.083
C -4.085 -2.208 0.302
C -4.079 -0.836 0.510
C -4.958 -0.089 -0.271
N -5.030 1.276 -0.176
S -4.343 2.216 1.037
O -4.552 1.608 2.316
O -4.854 3.530 0.800
C -2.608 2.153 0.633
C -1.698 1.765 1.599
C -0.353 1.731 1.288
C 0.080 2.085 0.008
N 1.445 2.046 -0.248
C 2.109 2.247 -1.419
O 1.608 2.526 -2.483
C 3.631 2.131 -1.238
C 4.183 3.535 -0.983
O 3.990 1.331 -0.131
C 3.861 -0.039 -0.231
C 3.164 -0.668 -1.252
C 3.067 -2.049 -1.264
C 3.654 -2.797 -0.263
C 4.349 -2.177 0.768
C 4.980 -2.999 1.850
C 4.459 -0.788 0.791
C 5.205 -0.098 1.894
C -0.851 2.474 -0.957
C -2.195 2.509 -0.636
N -5.754 -0.659 -1.173
C -5.681 -1.977 -1.299
C -6.567 -2.614 -2.318
N -4.882 -2.769 -0.604
H -2.151 -2.880 0.889
H -3.378 -2.999 2.148
H -3.387 -4.150 0.795
H -3.455 -0.372 1.253
H -5.734 1.717 -0.747
H -2.059 1.500 2.580
H 0.369 1.431 2.033
H 2.034 1.790 0.537
H 4.060 1.732 -2.167
H 3.769 3.936 -0.060
H 3.915 4.186 -1.809
H 5.265 3.493 -0.892
H 2.689 -0.098 -2.035
H 2.525 -2.535 -2.061
H 3.573 -3.873 -0.279
H 4.784 -4.056 1.692
H 4.590 -2.715 2.826
H 6.059 -2.846 1.868
H 4.721 -0.278 2.854
H 5.242 0.972 1.715
H 6.223 -0.478 1.959
H -0.511 2.745 -1.943
H -2.929 2.818 -1.362
H -6.004 -2.762 -3.239
H -7.414 -1.968 -2.526
H -6.898 -3.585 -1.963